No. 1
Molecular formula: C35H55N8P3Ti
Method: DFT, wB97M-V/def2-TZVPD

Last column: Löwdin charge in e.
Geometry (Å):
Ti (-0.545151, -0.315608, 0.105351)  0.87
C (-2.269785, 1.334102, 3.072625)  0.00
N (-2.030332, -0.128033, 2.921571)  -0.10
C (-2.709180, -0.894953, 3.997499)  -0.09
C (-1.616483, -1.100926, 5.037471)  -0.05
N (-0.393135, -0.989409, 4.206624)  -0.01
C (0.884559, -1.357290, 4.840491)  0.04
C (-0.678514, -0.448606, 3.040702)  -0.34
N (0.098869, -0.189197, 1.963875)  -0.08
C (1.558855, -0.361121, 2.050662)  -0.18
C (2.226607, -0.023303, 0.727258)  -0.19
N (1.448741, -0.515358, -0.426416)  -0.11
C (2.078356, -0.763819, -1.586176)  -0.38
N (3.389618, -0.816941, -1.847255)  -0.04
C (4.581728, -0.610536, -1.024295)  0.00
C (3.637473, -1.301899, -3.217440)  -0.06
C (2.259004, -1.265079, -3.861499)  -0.06
N (1.379742, -1.105577, -2.697290)  -0.07
C (-0.001762, -0.843582, -2.964708)  -0.04
H (-1.974614, 1.676315, 4.067727)  0.12
H (-3.331484, 1.520247, 2.939521)  0.10
H (-1.719432, 1.891365, 2.320380)  0.07
H (-3.058956, -1.848475, 3.600481)  0.12
H (-3.564137, -0.341943, 4.376475)  0.14
H (-1.647209, -2.086354, 5.498527)  0.15
H (-1.584776, -0.347109, 5.825761)  0.15
H (0.702681, -1.391639, 5.912206)  0.12
H (1.647174, -0.611365, 4.656510)  0.10
H (1.213068, -2.342091, 4.519725)  0.09
H (1.787656, -1.390686, 2.331029)  0.10
H (1.977131, 0.302178, 2.809364)  0.13
H (3.210276, -0.480323, 0.758549)  0.10
H (2.364818, 1.060700, 0.660494)  0.10
H (4.548875, 0.332795, -0.486490)  0.09
H (5.426873, -0.561623, -1.706793)  0.11
H (4.758595, -1.441394, -0.340141)  0.11
H (4.063201, -2.306398, -3.180035)  0.15
H (4.347929, -0.640485, -3.711291)  0.14
H (2.020005, -2.181287, -4.399993)  0.14
H (2.131773, -0.414040, -4.534501)  0.13
H (-0.120726, -0.048512, -3.706018)  0.11
H (-0.548553, -0.492146, -2.071951)  0.01
H (-0.509507, -1.739301, -3.322537)  0.09
N (-1.272138, 2.647461, -1.359954)  -0.08
P (0.221868, 2.106631, -0.782532)  1.06
C (0.842945, 3.335866, 0.374351)  -0.35
C (1.223895, 4.589953, -0.120817)  -0.06
C (1.582582, 5.600382, 0.756127)  -0.02
C (1.572804, 5.371345, 2.125936)  -0.01
C (1.201876, 4.129239, 2.625376)  -0.04
C (0.834183, 3.116552, 1.753857)  -0.11
C (1.278760, 2.258286, -2.230112)  -0.36
C (2.662524, 2.352280, -2.049417)  -0.10
C (3.497098, 2.549083, -3.138007)  -0.04
C (2.958553, 2.663417, -4.414721)  -0.02
C (1.584440, 2.580782, -4.602471)  -0.04
C (0.744703, 2.379258, -3.516050)  -0.10
C (-2.431591, 2.118153, -0.869046)  -0.34
C (-3.648243, 2.772899, -1.130333)  0.04
C (-4.813255, 2.262186, -0.632998)  0.02
C (-4.754688, 1.090711, 0.141834)  -0.02
C (-3.543304, 0.506042, 0.342258)  -0.23
N (-2.353317, 0.967809, -0.161311)  -0.03
H (-1.343843, 3.557993, -1.802625)  0.14
H (1.244555, 4.784715, -1.185785)  0.12
H (1.874179, 6.567127, 0.370094)  0.13
H (1.857204, 6.163424, 2.805137)  0.13
H (1.204433, 3.957695, 3.692977)  0.12
H (0.548695, 2.151379, 2.148693)  0.06
H (3.088969, 2.331880, -1.053807)  0.11
H (4.562914, 2.657703, -2.988561)  0.13
H (3.607655, 2.847732, -5.260316)  0.13
H (1.164441, 2.705745, -5.591313)  0.13
H (-0.326283, 2.360076, -3.675423)  0.11
H (-3.638235, 3.679441, -1.719507)  0.14
H (-5.756838, 2.755280, -0.825871)  0.14
H (-5.643492, 0.660582, 0.580544)  0.14
H (-3.460831, -0.375095, 0.958396)  0.06
C (-3.771304, -2.584321, 0.204912)  -0.20
P (-2.449009, -2.006503, -0.916408)  0.85
C (-3.366319, -1.375731, -2.349984)  -0.19
C (-1.703419, -3.594806, -1.424358)  -0.37
C (-1.115312, -4.243184, -0.176595)  -0.38
P (0.127311, -3.111849, 0.543386)  0.88
C (1.650234, -3.588444, -0.325537)  -0.21
C (0.396042, -3.823353, 2.199050)  -0.22
H (-4.115681, -3.552794, -0.164911)  0.08
H (-4.612844, -1.895339, 0.182101)  0.06
H (-3.435211, -2.703203, 1.234203)  0.05
H (-4.063685, -2.150820, -2.676454)  0.09
H (-2.713698, -1.129144, -3.184225)  0.05
H (-3.939022, -0.490797, -2.074750)  0.05
H (-0.940113, -3.440402, -2.188995)  0.08
H (-2.486691, -4.211254, -1.875654)  0.12
H (-0.645122, -5.204190, -0.397614)  0.12
H (-1.890653, -4.436013, 0.567229)  0.09
H (1.811718, -4.658578, -0.181163)  0.08
H (2.508177, -3.053484, 0.080627)  0.05
H (1.578203, -3.381532, -1.392030)  0.05
H (0.452323, -4.908981, 2.089692)  0.08
H (-0.426472, -3.591516, 2.875879)  0.05
H (1.337430, -3.489046, 2.630949)  0.04

Cartesian forces (eV/Å) of the 2 atoms listed first:
-0.041 -0.472 0.083
0.010 0.023 -0.083

As for the energy above the lowest of the compared OMol25 structures with the same formula, charge and spin: 0.033 eV. Its largest force on an atom is 0.48 eV/Å. As for the LUMO energy: -12.129 eV. For the orbital gap, the calculation gives 6.661 eV. The net charge is +4. The total energy comes out at -3677.0248 a.u. As for the HOMO energy: -18.790 eV.

---

No. 2
Molecular formula: C5H3AlCl2FeNO3
Method: DFT, wB97M-V/def2-TZVPD

Last column: Löwdin spin population.
Geometry (Å):
Fe (-0.429231, -0.255965, -3.283227)  4.11
Al (0.137072, -0.989806, 0.444856)  0.03
Cl (-0.620641, 0.381029, -1.146029)  0.29
Cl (1.733699, -2.284534, 0.092726)  0.21
C (-1.654156, -1.958045, 1.105969)  0.00
C (-0.642998, 0.743027, -4.822023)  0.07
C (0.138924, -1.976634, -3.713266)  0.08
O (-2.674998, -2.416969, 1.381756)  0.00
O (-0.987672, 1.659871, -5.453647)  0.11
O (0.011019, -3.049653, -4.153974)  0.09
C (0.918195, 2.023437, 3.604628)  0.00
C (0.675425, 1.066787, 2.557789)  0.00
N (0.455283, 0.247652, 1.752264)  0.01
H (-0.003853, 2.588883, 3.810372)  0.00
H (1.710664, 2.726305, 3.303748)  0.00
H (1.233269, 1.494615, 4.518057)  0.00

Cartesian forces (eV/Å) of the 2 atoms listed first:
-0.161 1.055 4.774
1.065 -1.000 2.248

The spin multiplicity is 6. Its largest force on an atom is 11.44 eV/Å. As for the LUMO energy (spin up / spin down): -17.980 / -22.430 eV. For the orbital gap (spin up / spin down), the calculation gives 8.376 / 3.362 eV. The net charge is +4. The total energy comes out at -2897.4048 a.u. As for the HOMO energy (spin up / spin down): -26.356 / -25.792 eV.

---

No. 3
Molecular formula: C4H2O2
Method: DFT, wB97M-V/def2-TZVPD

Last column: natural (NBO) charge in e.
Geometry (Å):
C (-0.825747, -0.382876, -0.437677)  -0.13
C (-1.075550, 0.425902, 0.575244)  -0.17
C (1.996138, -0.237203, -0.387752)  0.42
C (0.317511, 0.188725, 0.222758)  0.38
O (1.291232, -0.731873, 0.631303)  -0.49
O (1.229302, 0.827045, -0.628923)  -0.49
H (-1.190036, -1.020793, -1.204424)  0.24
H (-1.742849, 0.931073, 1.229472)  0.24

Cartesian forces (eV/Å) of the 2 atoms listed first:
-1.270 1.180 1.578
1.007 -0.524 -0.682

As for the energy above the lowest of the compared OMol25 structures with the same formula, charge and spin: 3.002 eV. Its largest force on an atom is 3.62 eV/Å. As for the LUMO energy: 0.910 eV. For the orbital gap, the calculation gives 10.556 eV. The total energy comes out at -303.8995 a.u. As for the HOMO energy: -9.646 eV.